{"formula": "C2H7OS", "method": "ωB97M-V/def2-TZVPD", "species": ["C", "O", "H", "H", "H", "C", "S", "H", "H", "H", "H"], "xyz": [[-0.0966, -2.0278, 0.6462], [-0.1096, -0.7882, 1.2213], [0.2059, -2.7920, 1.3898], [-1.0481, -2.3485, 0.1747], [0.6338, -2.0932, -0.2038], [0.4048, 1.3787, -0.3234], [-0.7984, 1.7816, -1.6129], [0.1707, 0.3449, 0.2478], [1.4171, 1.3827, -0.7358], [0.3745, 2.1410, 0.4565], [-1.1542, 3.0208, -1.2606]], "atomic_forces_ev_per_a": [[0.5, 0.7, 0.1], [-0.3, -0.3, 0.1], [-0.1, -0.4, -0.2], [-0.3, -0.1, 0.2], [0.1, -0.2, 0.1], [0.3, -0.5, 0.6], [-0.2, -0.2, -0.2], [0.0, 0.7, -0.5], [-0.1, 0.1, -0.1], [-0.1, 0.0, 0.0], [0.1, 0.1, 0.0]], "e_above_lowest_kcal_mol": 49.57, "total_charge": -1, "e_tot_ha": -553.78496, "largest_force_ev_per_a": 0.884}



{"formula": "C2H7S", "method": "ωB97M-V/def2-TZVPD", "species": ["S", "H", "C", "C", "H", "H", "H", "H", "H", "H"], "xyz": [[-2.7901, -0.1842, 0.2564], [-1.8934, -0.0284, -0.6852], [2.6696, -0.5450, -0.2416], [2.7353, 0.9983, -0.2804], [3.5687, -0.9145, -0.7368], [2.6886, -0.8830, 0.7893], [1.7980, -0.9431, -0.7533], [3.2280, 1.3484, 0.6329], [1.7375, 1.4318, -0.2498], [3.2829, 1.3675, -1.1304]], "atomic_forces_ev_per_a": [[-0.6, -0.1, 0.7], [0.7, 0.1, -0.7], [0.5, 0.7, -0.3], [-0.4, -0.5, 1.0], [0.0, -0.3, 0.1], [-0.2, -0.2, 0.0], [-0.1, 0.0, 0.1], [0.1, 0.1, -0.2], [0.0, 0.1, -0.2], [0.1, 0.2, -0.4]], "e_above_lowest_kcal_mol": 4.71, "total_charge": -1, "e_tot_ha": -478.60161, "largest_force_ev_per_a": 1.165}



{"formula": "C2H7S2", "method": "ωB97M-V/def2-TZVPD", "species": ["S", "H", "C", "S", "C", "H", "H", "H", "H", "H", "H"], "xyz": [[-0.6134, -2.2251, 0.1476], [-1.4761, -1.2371, 0.1378], [-0.9234, 1.3196, 0.7194], [0.3433, 1.4588, -0.6278], [1.5685, 0.2018, 0.0505], [-0.7672, 2.1097, 1.5005], [-1.8875, 1.4355, 0.2243], [-0.8818, 0.3501, 1.1863], [1.4976, -0.5454, -0.7771], [1.4929, -0.0300, 1.0985], [2.5739, 0.6544, -0.1913]], "atomic_forces_ev_per_a": [[0.3, -0.9, 0.1], [-0.6, 0.5, -0.1], [0.4, 1.3, -0.2], [0.0, -0.6, 1.8], [1.3, 1.5, -3.6], [-0.2, -0.6, -0.8], [-0.1, 0.1, 0.3], [0.1, -0.4, -0.1], [-0.2, -0.4, 1.9], [-0.4, -0.4, -0.1], [-0.7, -0.1, 0.7]], "e_above_lowest_kcal_mol": 23.01, "total_charge": -1, "e_tot_ha": -876.77332, "largest_force_ev_per_a": 4.109}



{"formula": "C2H7S2", "method": "ωB97M-V/def2-TZVPD", "species": ["C", "C", "S", "H", "H", "H", "H", "H", "H", "S", "H"], "xyz": [[0.4678, -1.5489, 0.1762], [-0.6267, -0.5397, 0.4939], [-1.3802, 0.1928, -0.9719], [1.2386, -1.0964, -0.4509], [0.0242, -2.3403, -0.4383], [0.9480, -1.9880, 1.0564], [-1.4001, -1.0193, 1.1020], [-0.1876, 0.2406, 1.1336], [-0.3515, 1.7693, -0.5883], [0.3806, 2.9744, -0.1659], [0.8870, 3.3554, -1.3468]], "atomic_forces_ev_per_a": [[-0.1, -0.2, -0.6], [0.2, 0.0, 0.6], [0.0, 0.1, -0.1], [0.0, 0.1, 0.1], [0.1, -0.1, 0.1], [-0.1, 0.0, 0.1], [0.0, -0.1, 0.0], [-0.1, 0.0, -0.1], [-0.1, 0.1, -0.4], [0.1, 0.2, 0.4], [-0.1, -0.3, -0.1]], "e_above_lowest_kcal_mol": 4.65, "total_charge": -1, "e_tot_ha": -876.80259, "largest_force_ev_per_a": 0.641}